No. 1
Molecular formula: C29H27O3PSe2Tc
Method: DFT, ωB97M-V/def2-TZVPD

Positions of all 63 atoms, in Å:
Tc (1.5764, -0.5508, -0.3114)
Se (1.5235, 1.8351, 0.6515)
P (-0.2540, 1.0421, 1.6305)
Se (0.0542, -1.1079, 1.6143)
C (-0.5937, 1.7282, 3.2658)
C (-1.0587, 0.9057, 4.2848)
C (-1.3501, 1.4484, 5.5271)
C (-1.1731, 2.8057, 5.7501)
C (-0.7008, 3.6258, 4.7333)
C (-0.4091, 3.0892, 3.4907)
C (-1.6974, 1.4465, 0.6031)
C (-1.7684, 2.6918, -0.0162)
C (-2.8379, 2.9936, -0.8430)
C (-3.8372, 2.0544, -1.0568)
C (-3.7715, 0.8167, -0.4353)
C (-2.7037, 0.5098, 0.3947)
H (-1.1810, -0.1570, 4.1123)
H (-1.7096, 0.8087, 6.3218)
H (-1.3972, 3.2267, 6.7212)
H (-0.5546, 4.6827, 4.9110)
H (-0.0265, 3.7244, 2.7001)
H (-0.9674, 3.4087, 0.1139)
H (-2.8804, 3.9547, -1.3372)
H (-4.6617, 2.2848, -1.7182)
H (-4.5441, 0.0794, -0.6083)
H (-2.6315, -0.4692, 0.8506)
C (-0.9261, -2.1460, -2.4691)
C (-0.0248, -0.9741, -2.8869)
C (1.2281, -1.5382, -3.5738)
C (0.3014, -0.2347, -1.6011)
C (-0.7211, 0.0090, -3.8235)
C (-0.0752, 1.2055, -4.1368)
C (-0.6651, 2.1453, -4.9633)
C (-1.9249, 1.9081, -5.4985)
C (-2.5788, 0.7269, -5.1936)
C (-1.9824, -0.2138, -4.3614)
H (-0.3673, -2.8007, -1.8015)
H (-1.2307, -2.7251, -3.3427)
H (-1.8205, -1.7985, -1.9483)
H (1.7366, -2.2435, -2.9179)
H (1.9212, -0.7401, -3.8464)
H (0.9406, -2.0563, -4.4902)
H (-0.3836, 0.6035, -1.4239)
H (0.9023, 1.4071, -3.7127)
H (-0.1431, 3.0663, -5.1897)
H (-2.3903, 2.6398, -6.1459)
H (-3.5619, 0.5302, -5.6027)
H (-2.5179, -1.1249, -4.1344)
O (3.5139, -0.7975, 0.9553)
C (3.6417, -1.8916, 1.8057)
C (4.1939, -1.6949, 3.0614)
C (4.3510, -2.7697, 3.9191)
C (3.9676, -4.0396, 3.5130)
C (3.4249, -4.2172, 2.2529)
C (3.2356, -3.1515, 1.3759)
C (2.6043, -3.4682, 0.0322)
O (2.6352, -4.6127, -0.3757)
O (2.0462, -2.4956, -0.6180)
H (3.7275, 0.0056, 1.4506)
H (4.4990, -0.6990, 3.3645)
H (4.7770, -2.6108, 4.9007)
H (4.0936, -4.8856, 4.1742)
H (3.1273, -5.1959, 1.9022)

Output
multiplicity	2
energy relative to the best compared isomer or geometry (same formula, charge and spin)	22.46	kJ/mol
E_HOMO (spin up / spin down)	-7.8995 / -7.7707	eV

---

No. 2
Molecular formula: C29H28AsBrCl3InNO5
Method: DFT, ωB97M-V/def2-TZVPD

Positions of all 69 atoms, in Å:
In (0.1473, -0.3155, 0.5421)
Br (-1.4905, 1.9649, 2.7477)
C (-2.0547, 2.9324, 1.2255)
C (-2.7008, 4.1008, 1.4976)
C (-3.2074, 4.8953, 0.4474)
C (-3.0599, 4.4694, -0.8356)
C (-2.3909, 3.2541, -1.1341)
C (-2.2858, 2.8543, -2.4880)
C (-1.6628, 1.6941, -2.8142)
C (-1.0925, 0.8950, -1.7978)
C (-1.1270, 1.2227, -0.4535)
C (-1.8292, 2.4330, -0.0985)
H (-2.8265, 4.4118, 2.5279)
H (-3.7161, 5.8275, 0.6729)
H (-3.4575, 5.0528, -1.6616)
H (-2.7179, 3.4933, -3.2525)
H (-1.5846, 1.3846, -3.8518)
H (-0.5779, -0.0101, -2.1123)
Cl (4.2017, 1.1513, 3.2781)
C (3.1690, -0.2747, 3.5281)
Cl (2.3176, -0.1302, 5.0948)
Cl (4.1924, -1.7192, 3.5594)
C (2.0652, -0.3364, 2.4009)
O (1.8711, -1.4163, 1.8051)
O (1.4166, 0.7312, 2.1943)
C (0.2935, -3.8011, 0.2755)
C (-0.9430, -3.1960, -0.3728)
O (-1.7742, -3.9495, -0.8822)
O (-1.1058, -1.8949, -0.3113)
H (0.5317, -4.7460, -0.2041)
H (0.0590, -3.9857, 1.3261)
H (1.1582, -3.1476, 0.2596)
C (-3.1202, -3.1948, 2.1767)
As (-2.5554, -1.3731, 2.3596)
C (-3.1970, -0.8862, 4.1037)
C (-3.5828, -0.3559, 1.1049)
O (-0.8946, -1.1684, 2.3646)
H (-4.1613, -3.2440, 2.4921)
H (-2.5062, -3.8065, 2.8311)
H (-3.0193, -3.5291, 1.1435)
H (-4.2772, -1.0164, 4.1692)
H (-2.9302, 0.1495, 4.2966)
H (-2.7000, -1.5297, 4.8243)
H (-4.6040, -0.7406, 1.1258)
H (-3.1412, -0.4980, 0.1213)
H (-3.5620, 0.6902, 1.3909)
C (3.5758, -3.7613, -2.3708)
C (4.3460, -2.7549, -1.7895)
C (3.7536, -1.5911, -1.3265)
C (2.3705, -1.3898, -1.4347)
C (1.6121, -2.3977, -2.0345)
C (2.2061, -3.5742, -2.4876)
N (1.7571, -0.2233, -0.9249)
C (2.1877, 1.0113, -1.4382)
C (2.0344, 2.2151, -0.7171)
C (2.3805, 3.4414, -1.2683)
C (2.9198, 3.5341, -2.5478)
C (3.1050, 2.3568, -3.2646)
C (2.7472, 1.1242, -2.7302)
H (4.0393, -4.6772, -2.7211)
H (5.4191, -2.8869, -1.6823)
H (4.3529, -0.8155, -0.8610)
H (0.5418, -2.2486, -2.1411)
H (1.5875, -4.3436, -2.9391)
H (1.6606, 2.1821, 0.2995)
H (2.2369, 4.3398, -0.6768)
H (3.1911, 4.4944, -2.9723)
H (3.5251, 2.3946, -4.2654)
H (2.8832, 0.2283, -3.3230)

Output
energy relative to the best compared isomer or geometry (same formula, charge and spin)	24.03	kJ/mol
E_HOMO	-4.2428	eV
total charge	-1

---

No. 3
Molecular formula: C29H28BF4IrN6OTe
Method: DFT, ωB97M-V/def2-TZVPD

Positions of all 71 atoms, in Å:
Ir (-1.2737, 0.5233, -2.2154)
N (0.4649, -3.3784, -3.1559)
C (0.6967, -2.1002, -2.8760)
N (-0.4301, -1.5583, -2.4508)
C (-1.3360, -2.5688, -2.5456)
N (-0.8302, -3.7008, -2.9581)
C (-2.7470, -2.2866, -2.2997)
C (-3.7339, -3.2595, -2.2685)
N (-5.0118, -2.9450, -2.0954)
C (-5.2947, -1.6548, -1.9653)
C (-4.3180, -0.6677, -1.9885)
N (-3.0372, -0.9906, -2.1499)
H (1.1024, -4.0585, -3.5386)
H (1.6405, -1.6023, -3.0177)
H (-3.4741, -4.3034, -2.3926)
H (-6.3343, -1.3814, -1.8368)
H (-4.5533, 0.3801, -1.8753)
C (2.8287, -3.4659, 4.7611)
C (2.1621, -2.5138, 3.8085)
C (1.1340, -2.9416, 2.9734)
C (0.4966, -2.0764, 2.0872)
C (-0.6235, -2.5771, 1.2206)
C (0.9692, -0.7718, 2.0698)
Te (0.1811, 0.6140, 0.4493)
N (-0.8589, 1.9899, -0.7579)
C (-2.1447, 2.3661, -0.5097)
O (-2.9913, 1.8692, -1.2945)
C (-2.5105, 3.2926, 0.5674)
C (-1.5284, 3.9383, 1.3183)
C (-1.8945, 4.8095, 2.3297)
C (-3.2393, 5.0398, 2.5901)
C (-4.2205, 4.4044, 1.8389)
C (-3.8597, 3.5323, 0.8277)
C (2.0156, 1.1849, -0.3909)
C (2.1585, 2.5432, -0.6645)
C (3.3510, 3.0219, -1.1769)
C (4.3946, 2.1390, -1.4132)
C (4.2361, 0.7903, -1.1471)
C (3.0470, 0.2740, -0.6289)
C (2.9802, -1.2050, -0.3637)
C (1.9436, -0.2573, 2.9116)
C (2.3849, 1.1799, 2.9280)
C (2.5432, -1.1779, 3.7708)
H (2.4602, -4.4816, 4.6293)
H (2.6430, -3.1714, 5.7950)
H (3.9092, -3.4743, 4.6137)
H (0.8096, -3.9754, 3.0190)
H (-0.8087, -3.6326, 1.4127)
H (-0.3930, -2.4630, 0.1591)
H (-1.5552, -2.0393, 1.4108)
H (-0.4816, 3.7792, 1.0972)
H (-1.1353, 5.3159, 2.9103)
H (-3.5238, 5.7238, 3.3791)
H (-5.2660, 4.5940, 2.0405)
H (-4.6119, 3.0340, 0.2317)
H (1.3329, 3.2229, -0.5061)
H (3.4619, 4.0760, -1.3919)
H (5.3317, 2.4991, -1.8163)
H (5.0515, 0.1078, -1.3558)
H (3.5753, -1.7420, -1.1034)
H (1.9653, -1.6017, -0.3893)
H (3.3834, -1.4495, 0.6218)
H (1.5538, 1.8660, 2.7554)
H (3.1401, 1.3749, 2.1631)
H (2.8150, 1.4246, 3.8975)
H (3.3222, -0.8277, 4.4403)
F (-0.2174, 1.2560, -5.9075)
B (-0.2682, 0.2780, -4.9829)
F (0.4670, 0.6789, -3.7676)
F (-1.6340, 0.1332, -4.4554)
F (0.1878, -0.9554, -5.3752)

Output
multiplicity	6
energy relative to the best compared isomer or geometry (same formula, charge and spin)	70.94	kJ/mol
E_HOMO (spin up / spin down)	-10.9922 / -11.7068	eV
total charge	+1

---

No. 4
Molecular formula: C29H28N3O2P
Method: DFT, ωB97M-V/def2-TZVPD

Positions of all 63 atoms, in Å:
O (2.0363, 1.9884, -1.6985)
C (1.9212, 0.9238, -1.1213)
N (2.6237, 0.6315, 0.0031)
C (3.7367, 1.4492, 0.4146)
C (4.9950, 0.6292, 0.5294)
C (6.2431, 1.2322, 0.6551)
C (7.3615, 0.4258, 0.7653)
C (7.1998, -0.9523, 0.7492)
C (5.9162, -1.4549, 0.6252)
N (4.8430, -0.6893, 0.5196)
C (0.9677, -0.1258, -1.5823)
C (1.4001, -1.5683, -1.6829)
C (0.3913, -1.1696, -0.6585)
C (-1.0647, -1.5449, -0.8251)
N (-1.9256, -0.6596, -0.0555)
P (-2.4879, 0.7490, -0.7732)
O (-2.7945, 0.5451, -2.1925)
C (-1.3143, 2.1084, -0.4588)
C (-0.7883, 2.3203, 0.8082)
C (0.1134, 3.3470, 1.0134)
C (0.4806, 4.1676, -0.0415)
C (-0.0497, 3.9618, -1.3033)
C (-0.9450, 2.9289, -1.5128)
C (-3.9454, 1.1368, 0.2511)
C (-4.6997, 0.1261, 0.8268)
C (-5.8561, 0.4393, 1.5191)
C (-6.2620, 1.7594, 1.6296)
C (-5.5146, 2.7686, 1.0442)
C (-4.3576, 2.4569, 0.3528)
C (-1.3928, -2.9727, -0.4390)
C (-2.7014, -3.4068, -0.6254)
C (-3.0779, -4.6875, -0.2701)
C (-2.1466, -5.5569, 0.2749)
C (-0.8420, -5.1356, 0.4563)
C (-0.4653, -3.8495, 0.1036)
H (2.7025, -0.3264, 0.3134)
H (3.5212, 1.9145, 1.3868)
H (3.8543, 2.2492, -0.3237)
H (6.3262, 2.3081, 0.6599)
H (8.3452, 0.8624, 0.8593)
H (8.0462, -1.6158, 0.8290)
H (5.7283, -2.5209, 0.6071)
H (0.3199, 0.2458, -2.3678)
H (1.0594, -2.1314, -2.5386)
H (2.4006, -1.8244, -1.3643)
H (0.7038, -1.1332, 0.3804)
H (-1.3604, -1.3946, -1.8717)
H (-1.6663, -0.5900, 0.9189)
H (-1.0915, 1.6841, 1.6300)
H (0.5308, 3.5097, 1.9973)
H (1.1885, 4.9668, 0.1215)
H (0.2449, 4.5967, -2.1243)
H (-1.3650, 2.7378, -2.4895)
H (-4.3731, -0.8993, 0.7271)
H (-6.4443, -0.3465, 1.9709)
H (-7.1659, 2.0021, 2.1693)
H (-5.8361, 3.7968, 1.1253)
H (-3.7641, 3.2326, -0.1130)
H (-3.4186, -2.7236, -1.0569)
H (-4.0972, -5.0114, -0.4212)
H (-2.4369, -6.5593, 0.5530)
H (-0.1097, -5.8100, 0.8760)
H (0.5590, -3.5413, 0.2456)

Output
E_HOMO	-8.9501	eV

---

No. 5
Molecular formula: C29H28N4O3STi
Method: DFT, ωB97M-V/def2-TZVPD

Positions of all 66 atoms, in Å:
Ti (-0.2892, -0.1664, -0.0319)
C (-0.8628, -1.0046, 3.0189)
O (0.0989, -0.6680, 1.9993)
C (1.4395, -0.7092, 2.3477)
C (1.9117, -1.0237, 3.6036)
C (3.2855, -1.0077, 3.8056)
C (4.1425, -0.6899, 2.7637)
C (3.6428, -0.3904, 1.5015)
C (2.2778, -0.4022, 1.2908)
N (1.6279, -0.1556, 0.0334)
N (2.4665, 0.1701, -0.9610)
C (2.0421, 0.2801, -2.2304)
C (0.7025, 0.1714, -2.6738)
O (-0.2721, 0.1230, -1.7524)
C (0.3811, 0.0716, -4.0331)
C (1.3632, 0.1553, -4.9693)
C (2.7272, 0.3783, -4.6068)
C (3.7231, 0.5205, -5.5966)
C (5.0225, 0.7668, -5.2467)
C (5.3671, 0.8800, -3.8886)
C (4.4185, 0.7295, -2.9071)
C (3.0781, 0.4710, -3.2467)
H (-0.6484, -0.4294, 3.9125)
H (-0.8199, -2.0713, 3.2181)
H (-1.8357, -0.7307, 2.6373)
H (1.2454, -1.2840, 4.4140)
H (3.6794, -1.2502, 4.7839)
H (5.2129, -0.6819, 2.9298)
H (4.2976, -0.1621, 0.6742)
H (-0.6567, -0.0551, -4.3132)
H (1.1086, 0.0711, -6.0202)
H (3.4408, 0.4336, -6.6406)
H (5.7829, 0.8762, -6.0110)
H (6.3925, 1.0929, -3.6142)
H (4.6882, 0.8157, -1.8642)
C (-4.0801, -4.1341, 1.3690)
C (-4.1543, -3.5879, -0.0500)
N (-4.2213, -2.1119, -0.1130)
C (-5.5702, -1.5057, -0.0354)
C (-5.8966, -0.8954, 1.3195)
C (-3.1455, -1.3427, -0.1585)
S (-1.5810, -2.1390, -0.1262)
N (-3.4241, -0.0085, -0.1964)
C (-2.7185, 1.0300, 0.1252)
O (-1.5036, 1.0014, 0.6627)
C (-3.3072, 2.3681, -0.0468)
C (-4.6712, 2.5056, -0.2930)
C (-5.2213, 3.7673, -0.4293)
C (-4.4103, 4.8921, -0.3301)
C (-3.0486, 4.7581, -0.0897)
C (-2.4977, 3.4976, 0.0592)
H (-3.9932, -5.2216, 1.3389)
H (-4.9762, -3.8845, 1.9384)
H (-3.2083, -3.7381, 1.8924)
H (-5.0482, -3.9530, -0.5494)
H (-3.3043, -3.9205, -0.6352)
H (-6.2679, -2.3073, -0.2653)
H (-5.6468, -0.7599, -0.8199)
H (-5.8776, -1.6472, 2.1101)
H (-6.8990, -0.4626, 1.2903)
H (-5.1919, -0.0998, 1.5745)
H (-5.2891, 1.6203, -0.3694)
H (-6.2823, 3.8769, -0.6126)
H (-4.8429, 5.8788, -0.4378)
H (-2.4200, 5.6361, -0.0151)
H (-1.4430, 3.3849, 0.2550)

Output
multiplicity	2
E_HOMO (spin up / spin down)	-9.7989 / -10.6234	eV
total charge	+1

---

No. 6
Molecular formula: C29H28N4O4
Method: DFT, ωB97M-V/def2-TZVPD

Positions of all 65 atoms, in Å:
C (-2.3031, 4.7463, -0.2783)
N (-2.0871, 3.3259, -0.1289)
C (-3.1323, 2.4629, 0.0305)
O (-4.3142, 2.7833, 0.1323)
C (-2.5451, 1.0524, 0.0846)
C (-3.1021, 0.1524, -1.0263)
C (-4.5903, -0.0832, -0.8901)
C (-5.4527, 0.2104, -1.9512)
C (-6.8347, 0.0951, -1.7808)
C (-7.3540, -0.3552, -0.5578)
C (-6.4847, -0.6927, 0.4883)
C (-5.1025, -0.5703, 0.3160)
N (-1.1141, 1.2927, -0.0275)
C (-0.2227, 0.2692, 0.1288)
C (1.1019, 0.3030, -0.1630)
C (2.0702, -0.6344, 0.5099)
O (1.6551, -1.9223, 0.2583)
C (2.0217, -2.9288, 1.1031)
C (2.7287, -2.7630, 2.3066)
C (3.2142, -3.8951, 2.9740)
C (3.0315, -5.1817, 2.4384)
C (2.3386, -5.3592, 1.2403)
C (1.7570, -4.2399, 0.6282)
N (0.9392, -4.4028, -0.5518)
O (0.9357, -5.5492, -1.0696)
O (0.2524, -3.4669, -0.9994)
C (3.5354, -0.4068, 0.1118)
C (4.4840, -1.4204, -0.0857)
C (5.8097, -1.0831, -0.3651)
C (6.1885, 0.2562, -0.5107)
C (7.5570, 0.6239, -0.7454)
N (8.6657, 0.9493, -0.9391)
C (5.2160, 1.2572, -0.4265)
C (3.9175, 0.9250, -0.0722)
C (-0.7789, 2.7087, -0.2799)
C (-0.2449, 2.9361, -1.6961)
C (0.2138, 3.2803, 0.7422)
H (-3.3772, 4.9535, -0.2470)
H (-1.8081, 5.3010, 0.5295)
H (-1.8984, 5.1025, -1.2345)
H (-2.7667, 0.6106, 1.0729)
H (-2.8845, 0.6357, -1.9947)
H (-2.5537, -0.8050, -0.9943)
H (-5.0268, 0.5656, -2.8932)
H (-7.5041, 0.3641, -2.6006)
H (-8.4349, -0.4410, -0.4210)
H (-6.8770, -1.0440, 1.4450)
H (-4.4132, -0.8231, 1.1245)
H (-0.6723, -0.6557, 0.5144)
H (1.5115, 0.9198, -0.9681)
H (1.9662, -0.3853, 1.5862)
H (2.9271, -1.7662, 2.7110)
H (3.7506, -3.7559, 3.9150)
H (3.4331, -6.0512, 2.9596)
H (2.2212, -6.3249, 0.7541)
H (4.2253, -2.4763, -0.0038)
H (6.5573, -1.8712, -0.4743)
H (5.4734, 2.2956, -0.6355)
H (3.1664, 1.7031, 0.0730)
H (-1.0108, 2.6720, -2.4348)
H (0.0195, 3.9945, -1.8136)
H (0.6454, 2.3325, -1.8765)
H (-0.2468, 3.3134, 1.7370)
H (1.1164, 2.6617, 0.7796)
H (0.4905, 4.2991, 0.4420)

Output
energy relative to the best compared isomer or geometry (same formula, charge and spin)	678.54	kJ/mol
E_HOMO	-8.1558	eV

---

No. 7
Molecular formula: C29H28NOSScSi
Method: DFT, ωB97M-V/def2-TZVPD

Positions of all 62 atoms, in Å:
Sc (1.1553, 1.1199, 1.3095)
C (1.9235, 2.3367, 3.7336)
C (2.7370, 1.2144, 3.6004)
C (2.1690, -0.0592, 3.5247)
C (0.7819, -0.2086, 3.6062)
C (-0.0321, 0.9182, 3.7560)
C (0.5388, 2.1890, 3.8175)
H (2.3633, 3.3242, 3.7821)
H (3.8115, 1.3270, 3.5510)
H (2.7991, -0.9341, 3.4270)
H (0.3360, -1.1946, 3.5680)
H (-1.1041, 0.7956, 3.8379)
H (-0.0918, 3.0597, 3.9293)
O (3.2048, 1.4539, 0.5640)
H (3.5431, 2.2888, 0.2104)
H (3.8187, 0.7510, 0.3040)
S (0.1290, 3.2596, 0.5259)
C (-1.4690, 2.9817, -0.1542)
N (-1.6016, 2.3136, -1.3157)
C (-2.7814, 2.1038, -1.9281)
C (-3.9357, 2.5999, -1.3794)
C (-3.8445, 3.3072, -0.1848)
C (-2.6172, 3.4977, 0.4284)
H (-0.7663, 1.9034, -1.7390)
H (-2.7332, 1.5350, -2.8450)
H (-4.8810, 2.4406, -1.8764)
H (-4.7368, 3.7176, 0.2702)
H (-2.5321, 4.0548, 1.3495)
C (-0.0600, 0.8335, -4.8592)
C (-0.8794, -0.1725, -4.3600)
C (-0.7182, -0.6189, -3.0542)
C (0.2782, -0.0884, -2.2241)
C (1.1008, 0.9126, -2.7558)
C (0.9324, 1.3784, -4.0551)
Si (0.4843, -0.7461, -0.4730)
C (-1.1722, -1.3253, 0.1901)
C (-1.6439, -2.6326, 0.0323)
C (-2.8760, -3.0164, 0.5427)
C (-3.6639, -2.1037, 1.2339)
C (-3.2163, -0.8025, 1.4152)
C (-1.9827, -0.4305, 0.8954)
C (1.7413, -2.1268, -0.4717)
C (2.4152, -2.5303, -1.6271)
C (3.3579, -3.5504, -1.5827)
C (3.6448, -4.1816, -0.3814)
C (2.9866, -3.7972, 0.7810)
C (2.0489, -2.7776, 0.7305)
H (-0.1881, 1.1851, -5.8747)
H (-1.6401, -0.6141, -4.9919)
H (-1.3763, -1.3953, -2.6785)
H (1.8936, 1.3421, -2.1503)
H (1.5785, 2.1546, -4.4444)
H (-1.0345, -3.3664, -0.4849)
H (-3.2240, -4.0320, 0.4062)
H (-4.6227, -2.4090, 1.6322)
H (-3.8240, -0.0884, 1.9581)
H (-1.6716, 0.6091, 1.0371)
H (2.1986, -2.0518, -2.5760)
H (3.8629, -3.8586, -2.4890)
H (4.3748, -4.9800, -0.3499)
H (3.1977, -4.3017, 1.7154)
H (1.5129, -2.5139, 1.6407)

Output
energy relative to the best compared isomer or geometry (same formula, charge and spin)	0.00	kJ/mol
E_HOMO	-13.2494	eV
total charge	+2